No. 1
A structure of composition C34H64EuN11OS2Sb at a distorted geometry. Source: OMol25; level of theory: ωB97M-V with the def2-TZVPD basis set.

Properties
- relative energy (zero: lowest compared OMol25 entry of this formula, charge and spin) (kJ/mol) = 254.5
- multiplicity = 8
- expectation value of S² = 15.759
- total charge = +2
- E_tot (eV) = -102257.5767

Element x y z (Å)
Eu 1.3229 -1.1938 0.2921
C 4.6220 0.6654 0.3700
N 4.1383 1.4870 1.4876
C 4.5475 2.8674 1.6198
C 4.0541 3.2687 3.0939
N 3.1514 2.1412 3.3839
C 2.6329 2.1236 4.7237
C 3.2064 1.1219 2.4043
N 2.4038 0.0789 2.3252
C 1.7318 -0.4203 3.5131
C 1.2478 -1.9044 3.3356
N 0.2022 -1.8669 2.3724
C -0.9038 -2.5987 2.5198
N -2.1433 -2.1254 2.2806
C -2.6122 -0.7370 2.3064
C -3.1328 -3.1911 2.3925
C -2.3293 -4.4248 2.8155
N -0.9623 -3.9108 2.8174
C 0.2213 -4.6622 3.2194
H 3.8164 0.6081 -0.4165
H 5.0336 -0.3208 0.6350
H 5.3959 1.2491 -0.1501
H 3.9820 3.4657 0.8373
H 5.6360 3.0790 1.5006
H 3.5594 4.2654 3.0919
H 4.8840 3.3308 3.8489
H 2.2715 3.1180 5.0439
H 3.3591 1.7651 5.4869
H 1.7160 1.4912 4.6918
H 0.8534 0.2288 3.7721
H 2.5306 -0.4951 4.3266
H 0.8345 -2.1651 4.3304
H 2.1676 -2.4337 3.0726
H -2.7992 -0.5200 3.4047
H -3.5048 -0.6564 1.7407
H -1.8583 -0.0350 1.9549
H -3.7121 -3.2994 1.4562
H -3.7991 -2.8864 3.2050
H -2.4839 -5.2579 2.1853
H -2.6639 -4.7658 3.8432
H 0.1034 -5.6606 2.8616
H 0.3419 -4.6719 4.3221
H 1.1069 -4.1351 2.7793
N 4.8210 -3.6725 -1.9558
C 4.6201 -4.7961 -1.1074
C 5.2967 -6.0269 -1.0153
C 4.7610 -6.9543 -0.0736
C 3.6321 -6.5490 0.7230
C 3.0031 -5.2618 0.6750
C 3.5189 -4.3822 -0.2663
N 3.0529 -3.1077 -0.6393
C 3.8432 -2.7683 -1.6447
C 3.7880 -1.4751 -2.3131
C 4.6723 -1.0182 -3.2932
S 4.1597 0.4717 -3.9416
C 2.7031 0.3748 -2.9815
N 2.7091 -0.6025 -2.1055
H 5.5651 -3.5291 -2.6191
H 6.0865 -6.2660 -1.7684
H 5.1384 -7.9504 0.1274
H 3.2248 -7.3144 1.3508
H 2.1900 -5.0036 1.3525
H 5.4573 -1.5978 -3.7344
H 1.7883 1.0294 -3.0365
C -4.6573 -0.4338 -4.1120
C -4.1695 -0.8094 -2.7066
C -2.6156 -0.7195 -2.5720
S -2.0325 -1.8973 -1.2244
O -0.6874 -1.2604 -0.7871
C -1.7309 -3.4251 -2.2955
C -0.4902 -3.3776 -3.1968
C -0.3922 -4.6688 -4.0187
H -5.7578 -0.3552 -4.1797
H -4.4258 -1.1888 -4.8843
H -4.3527 0.5073 -4.5411
H -4.4613 -1.8682 -2.4669
H -4.6380 -0.2266 -1.9250
H -2.3274 0.3163 -2.3997
H -2.1472 -1.0433 -3.4938
H -2.6315 -3.7148 -2.8025
H -1.5541 -4.2287 -1.5138
H 0.4359 -3.1896 -2.6204
H -0.6227 -2.4527 -3.8101
H -0.5123 -5.4967 -3.3055
H 0.5791 -4.7297 -4.5508
H -1.0812 -4.7220 -4.8419
N -1.0099 3.0930 2.0030
N -0.2292 4.1989 1.4188
H -1.6094 3.5628 2.7373
H -0.3763 2.3993 2.5157
H 0.3180 3.7132 0.6956
H 0.4144 4.6076 2.0726
C -1.2648 7.6617 -0.6227
C -2.2630 6.6318 -0.3697
Sb -2.4525 5.1160 -1.9725
C -3.8019 6.0555 -3.4162
C -5.1256 6.7254 -2.9911
C -4.0852 4.0004 -0.9631
C -4.9269 4.6586 0.1244
H -0.8339 8.0401 0.3248
H -1.7451 8.5231 -1.1922
H -0.4671 7.3992 -1.3302
H -3.2815 7.0534 -0.4037
H -2.0682 5.9995 0.5299
H -3.9623 5.2895 -4.1813
H -3.2011 6.8259 -3.9453
H -5.7896 5.9775 -2.5041
H -5.5956 7.1246 -3.9135
H -4.9356 7.5326 -2.2571
H -3.5403 3.1454 -0.4984
H -4.6349 3.5871 -1.7714
H -4.3069 5.0427 0.9365
H -5.6503 3.8794 0.5553
H -5.5042 5.5238 -0.1639

Mulliken atomic charge list, values in e, 4 entries:
1 Eu 1.147
2 C -0.816
3 N 0.130
4 C -0.594


No. 2
A cluster of 9 separate species, C34H66ClN2O12P in total at a distorted geometry. Source: OMol25; level of theory: ωB97M-V with the def2-TZVPD basis set.

Properties
- SMILES string = CC[C@@H](Cl)c1c(N)c(P(C)C)c(C[C@@H](C)OCc2ccccc2)c2c1C(=O)N(C[C@H](C)O)C2=O.CO.CO.CO.CO.CO.CO.CO.CO
- E_tot (eV) = -85675.1352

Element x y z (Å)
C 1.6322 2.0781 5.1092
C 0.3999 1.7181 4.1047
C 0.8604 0.7051 2.9552
Cl 1.3250 -0.9744 3.5695
C -0.1693 0.5394 1.7496
C -1.7197 0.5403 1.8592
N -2.3925 0.7086 3.1624
C -2.6903 0.3194 0.5906
P -4.5649 0.2985 0.8579
C -5.3323 2.0331 0.9054
C -5.4705 -0.8660 -0.3241
C -1.9674 0.1183 -0.7969
C -2.8133 -0.0868 -2.1596
C -2.9865 -1.6384 -2.5592
C -2.8792 -1.8788 -4.1626
O -1.9053 -2.4472 -1.9845
C -2.4395 -3.3811 -1.0005
C -1.3062 -4.2968 -0.3568
C -1.3612 -4.5651 1.1917
C -0.2860 -5.4227 1.9255
C 0.9011 -6.0603 1.1522
C 0.9674 -5.8138 -0.3952
C -0.1294 -4.9581 -1.1223
C -0.4264 0.1027 -0.9474
C 0.4313 0.3185 0.3318
C 1.9366 0.2143 -0.1659
O 2.9945 0.3057 0.4913
N 1.8855 -0.0772 -1.6271
C 2.6722 -1.2937 -2.0611
C 4.2666 -1.0730 -2.0384
C 4.9646 -1.8444 -0.7840
O 4.6587 0.3422 -2.0074
C 0.5160 -0.1184 -2.2049
O 0.1732 -0.3246 -3.3962
H 2.6021 2.1826 4.5049
H 1.6838 1.2083 5.8621
H 1.3786 3.0158 5.7203
H -0.1189 2.6647 3.7347
H -0.3633 1.1557 4.7697
H 1.8292 1.1456 2.5025
H -2.2451 1.7113 3.4036
H -1.9329 0.1088 3.8734
H -6.1216 2.1376 0.0679
H -5.9390 2.1014 1.8887
H -4.5856 2.8932 0.9324
H -5.5946 -0.4356 -1.3929
H -6.5535 -0.9773 0.0682
H -4.9513 -1.8836 -0.3237
H -2.1692 0.3866 -2.9909
H -3.7893 0.5052 -2.1327
H -3.9896 -2.0936 -2.2449
H -2.9397 -3.0259 -4.3071
H -3.7705 -1.4242 -4.7335
H -1.8655 -1.5602 -4.5862
H -3.2195 -4.0298 -1.5316
H -2.9130 -2.7644 -0.1458
H -2.2117 -4.1345 1.8348
H -0.3440 -5.5746 3.0577
H 1.6908 -6.6776 1.7191
H 1.8520 -6.2826 -0.9379
H -0.0279 -4.8328 -2.2516
H 2.3557 -2.1835 -1.3914
H 2.4046 -1.5939 -3.1452
H 4.7835 -1.5203 -2.9821
H 5.8355 -2.5113 -1.1124
H 5.3876 -1.1041 -0.0096
H 4.1400 -2.4277 -0.2236
H 4.1297 0.8412 -2.6770
C 0.8929 -2.0490 -6.5366
O 0.6703 -0.6488 -6.6247
H 0.8746 -2.4720 -7.5390
H 1.8688 -2.2385 -6.0819
H 0.1048 -2.5096 -5.9356
H 0.6915 -0.3006 -5.7240
C 1.9788 -5.1353 -8.2656
O 1.1517 -4.7130 -7.1915
H 2.5402 -4.2768 -8.6356
H 2.6770 -5.8997 -7.9152
H 1.3599 -5.5369 -9.0720
H 0.6668 -5.4891 -6.8829
C -4.1562 1.0238 6.2110
O -2.7848 1.3094 5.9738
H -4.6074 0.6726 5.2826
H -4.2442 0.2453 6.9729
H -4.6695 1.9300 6.5423
H -2.4087 1.6176 6.8081
C 7.0544 -3.0779 -4.7519
O 6.5295 -2.5193 -3.5561
H 6.5045 -3.9899 -4.9851
H 6.9387 -2.3662 -5.5732
H 8.1114 -3.3186 -4.6134
H 7.0328 -1.7146 -3.3725
C 1.8849 3.9245 -0.4530
O 2.4092 3.6144 -1.7346
H 1.8387 5.0087 -0.3440
H 0.8781 3.5076 -0.3574
H 2.5372 3.5102 0.3205
H 2.4395 2.6504 -1.8048
C 1.1411 6.0643 3.6908
O 1.0030 4.9820 4.5991
H 0.9975 5.6925 2.6751
H 0.3874 6.8254 3.9070
H 2.1416 6.4949 3.7797
H 1.1347 5.3396 5.4906
C -1.3132 6.4305 6.8625
O 0.0568 6.7249 6.6251
H -1.7605 6.0677 5.9368
H -1.3963 5.6581 7.6312
H -1.8335 7.3353 7.1853
H 0.4285 7.0434 7.4578
C -2.1458 4.2830 1.2346
O -1.9765 5.0824 2.3970
H -2.9961 4.6626 0.6668
H -1.2458 4.3395 0.6169
H -2.3418 3.2462 1.5203
H -1.2187 4.7273 2.8810

Mulliken atomic charge list, values in e, 4 entries:
1 C -1.124
2 C 0.552
3 C -0.013
4 Cl -0.216


Question: Which formula does entry 1 have?
Answer: C34H64EuN11OS2Sb